DFT (ωB97M-V/def2-TZVPD) results for a 2-piece molecular cluster, CH9N2 overall.

Structure (XYZ):
```
12
Properties=species:S:1:pos:R:3:forces:R:3
N -1.920 0.012 0.717 0.4 0.3 0.0
H -2.620 -0.013 1.447 -0.1 -0.6 0.2
H -2.429 0.019 -0.164 0.0 0.4 0.1
H -0.286 -0.446 0.103 0.2 -0.5 0.7
H -1.490 0.917 0.895 -0.3 0.3 -0.5
C 1.466 0.623 -0.525 -0.1 -1.4 0.7
N 0.691 -0.663 -0.234 -0.3 0.8 -1.2
H 0.870 1.257 -1.168 0.1 0.1 0.0
H 1.658 1.023 0.464 0.0 0.5 -0.2
H 2.407 0.309 -0.961 0.0 0.3 -0.3
H 1.216 -1.241 0.398 0.0 -0.3 0.7
H 0.554 -1.224 -1.072 0.1 0.0 -0.2
```
Positions in Å, forces in eV/Å.

energy above the lowest of the compared OMol25 structures with the same formula, charge and spin: 37.9 kJ/mol
HOMO: -15.52 eV
LUMO energy: -3.55 eV
E_tot: -152.76200 Eh
net charge: +1

natural (NBO) atomic charge list, values in e, 4 entries: atom 1 (N): -1.10, atom 2 (H): 0.41, atom 3 (H): 0.39, atom 4 (H): 0.47